[1]
DFT (the ωB97M-V functional and the def2-TZVPD basis) results for 2 unconnected molecules or ions with the total composition C9H12ClN4 in a non-equilibrium geometry.

As for the HOMO-LUMO gap (spin up / spin down): 7.40 / 7.07 eV. The calculation puts the HOMO energy (spin up / spin down) at -11.61 / -12.03 eV. The calculation puts the LUMO energy (spin up / spin down) at -4.2 / -5.0 eV. As for the total charge: +1.

Positions of all 26 atoms, in Å:
C 1.8458 -0.9118 -1.0081
C 1.4874 1.1303 0.4200
C 3.2093 -0.8147 -0.7503
C 2.8232 1.1765 0.6024
C 0.9501 0.0899 -0.4330
C 3.6425 0.2875 -0.0659
C 0.2187 -2.3389 0.7142
C -2.6101 0.6228 -0.2385
C -3.6492 1.5521 0.3033
N -0.8789 -1.8521 0.6491
N -1.2912 0.7604 -0.0381
N -0.3637 -0.0250 -0.6900
N -2.9451 -0.5871 -0.6426
Cl 5.3376 0.3025 0.1348
H 1.3813 -1.3828 -1.7872
H 0.9012 1.7497 0.8978
H 3.8895 -1.4635 -1.0817
H 3.1058 1.9991 1.2111
H 0.5088 -3.0212 1.5621
H 0.9958 -1.8699 -0.0748
H -3.1823 2.4937 0.4029
H -3.8310 1.1651 1.2908
H -4.5040 1.4162 -0.2935
H -1.0312 1.5247 0.4836
H -3.8504 -0.6459 -1.0137
H -2.1601 -1.3576 -0.5550

---

[2]
DFT (the ωB97M-V functional and the def2-TZVPD basis) results for a molecular structure, C38H36BInN6Te.

As for the HOMO-LUMO gap: 6.96 eV. The calculation puts the HOMO energy at -13.69 eV. The calculation puts the LUMO energy at -6.7 eV. As for the total charge: +2.

Positions of all 83 atoms, in Å:
In -0.1315 0.3362 -0.7081
C 0.0490 5.4930 1.1798
C 0.0398 4.4584 0.1095
C 0.0493 4.6577 -1.2627
C 0.0280 3.3911 -1.8476
N 0.0093 2.4818 -0.8616
N 0.0160 3.1340 0.3377
B -0.0321 2.3941 1.7052
N 1.1655 1.4156 1.7698
N 1.3752 0.5013 0.7933
C 2.5679 -0.0722 0.9923
C 3.1245 0.4603 2.1530
C 2.2170 1.4090 2.6098
C 2.3589 2.3125 3.7840
C 3.1133 -1.0389 0.0362
C 2.9035 -0.8684 -1.3359
C 3.4633 -1.7480 -2.2493
C 4.2536 -2.7980 -1.8024
C 4.4751 -2.9688 -0.4419
C 3.9079 -2.0973 0.4743
N -1.3717 1.6122 1.7614
N -1.6957 0.7679 0.7509
C -2.9375 0.2959 0.9862
C -3.3867 0.8207 2.1950
C -2.3779 1.6607 2.6479
C -2.3757 2.5174 3.8639
C -3.6226 -0.5317 -0.0154
C -4.3420 -1.6755 0.3361
C -4.9828 -2.4188 -0.6438
C -4.9186 -2.0351 -1.9772
C -4.2256 -0.8843 -2.3318
C -3.5828 -0.1347 -1.3583
C 0.0254 3.0323 -3.2746
C 0.0247 1.7102 -3.7213
C 0.0453 1.3946 -5.0668
C 0.0604 2.4168 -6.0046
C 0.0487 3.7377 -5.5851
C 0.0327 4.0441 -4.2343
H 0.0773 6.4760 0.7178
H 0.9190 5.3857 1.8273
H -0.8438 5.4216 1.8009
H 0.0633 5.6125 -1.7575
H 0.0354 3.1518 2.6107
H 4.0813 0.2234 2.5848
H 3.2827 2.0793 4.3060
H 1.5264 2.2039 4.4784
H 2.3933 3.3526 3.4586
H 2.3819 0.0165 -1.6968
H 3.3163 -1.5933 -3.3102
H 4.7170 -3.4680 -2.5136
H 5.1096 -3.7734 -0.0955
H 4.0750 -2.2357 1.5350
H -4.3448 0.6627 2.6595
H -3.3019 2.3763 4.4138
H -2.2859 3.5691 3.5908
H -1.5412 2.2758 4.5222
H -4.4253 -1.9620 1.3777
H -5.5556 -3.2927 -0.3633
H -5.4419 -2.6085 -2.7299
H -4.2245 -0.5417 -3.3584
H -3.1182 0.8139 -1.6138
H 0.0147 0.8812 -3.0109
H 0.0526 0.3615 -5.3879
H 0.0811 2.1789 -7.0591
H 0.0547 4.5360 -6.3144
H 0.0281 5.0778 -3.9181
C 0.9749 -3.5856 -0.7790
Te -0.8231 -2.3892 -0.8582
C -0.5723 -2.4957 1.2812
C 0.0414 -3.8531 1.5013
C -0.0922 -4.5230 2.7086
C 0.4442 -5.7958 2.8433
C 1.0966 -6.3964 1.7775
C 1.2528 -5.7194 0.5758
C 0.7450 -4.4345 0.4454
H 1.8417 -2.9396 -0.6405
H 1.0978 -4.1712 -1.6874
H -1.5384 -2.3956 1.7714
H 0.0820 -1.6836 1.6069
H -0.6192 -4.0595 3.5335
H 0.3278 -6.3283 3.7773
H 1.4835 -7.4009 1.8804
H 1.7599 -6.1935 -0.2550

---

[3]
DFT (the ωB97M-V functional and the def2-TZVPD basis) results for 2 unconnected molecules or ions with the total composition C12H14OS in a non-equilibrium geometry.

As for the HOMO-LUMO gap (spin up / spin down): 7.38 / 6.73 eV. The calculation puts the HOMO energy (spin up / spin down) at -7.09 / -6.81 eV. The calculation puts the LUMO energy (spin up / spin down) at 0.3 / -0.1 eV.

Positions of all 28 atoms, in Å:
C -1.3000 1.0998 2.4620
C -0.8111 0.5162 3.7375
C 1.2109 -0.1983 -1.1981
C 1.7921 -1.2060 -0.6142
C -1.0329 0.9849 -0.8772
C 0.7119 0.5668 3.6877
C 1.3156 1.1334 -1.7507
C 1.0209 0.7165 2.2137
C -0.2485 0.6586 1.5794
C 0.0237 0.4180 -1.8038
C 1.0955 -2.3837 -0.0665
C -0.3885 -0.1068 -3.1551
O -2.0965 1.5100 -0.9790
S -1.2862 -0.6392 2.3837
H -2.1530 1.6235 2.2363
H 2.8147 -1.2969 -0.5122
H 1.2660 1.2661 4.3809
H 1.1784 -0.4515 4.0181
H 1.4393 1.9342 -0.9976
H 1.8124 1.1604 -2.8159
H 1.4658 1.6080 1.8040
H 1.8103 0.0006 1.8460
H 0.0180 -2.2575 0.0873
H 1.6639 -2.6133 0.8144
H 1.1621 -3.4002 -0.7049
H -0.1017 0.5739 -3.9713
H -1.5044 -0.1737 -3.3122
H 0.1850 -1.0362 -3.1913

---

[4]
DFT (the ωB97M-V functional and the def2-TZVPD basis) results for C5H10FNO in the gas phase in a non-equilibrium geometry.

As for the HOMO-LUMO gap: 9.52 eV. The calculation puts the HOMO energy at -8.66 eV. The SMILES is CO/C=C(\F)[C@@H](C)N. The calculation puts the LUMO energy at 0.9 eV.

Positions of all 18 atoms, in Å:
C -0.1726 2.6397 -1.4301
O -0.4170 2.5605 -0.0449
C -0.3011 1.3406 0.5593
C 0.0554 0.1435 0.0742
F 0.4141 -0.0317 -1.2301
C 0.1338 -1.1235 0.8615
C -0.8260 -2.1787 0.3020
N 1.4811 -1.6913 0.9164
H -0.8443 2.0135 -1.9877
H -0.3613 3.7161 -1.6518
H 0.8410 2.3674 -1.6712
H -0.5715 1.4035 1.6171
H -0.1728 -0.8889 1.8852
H -1.8827 -1.8211 0.3392
H -0.5704 -2.4364 -0.7306
H -0.7134 -3.1428 0.9098
H 1.7806 -1.8726 -0.0008
H 2.1268 -0.9977 1.2826

---

[5]
DFT (the ωB97M-V functional and the def2-TZVPD basis) results for a molecular structure, C58H83BiCl5FI2N2P2Si2Te in a non-equilibrium geometry.

As for the HOMO-LUMO gap: 5.93 eV. The calculation puts the HOMO energy at -6.75 eV. The calculation puts the LUMO energy at -0.8 eV.

Positions of all 157 atoms, in Å:
Bi -0.2705 0.7711 1.0367
C 1.6838 -4.6199 -0.1660
C 1.0346 -4.4550 -1.5343
C 2.0058 -4.9432 -2.6071
P 0.3787 -2.7104 -1.7248
C -0.1514 -2.6932 -3.5270
C -1.1689 -3.8333 -3.6674
C 0.7663 -2.6476 -4.7533
C 1.9183 -1.7325 -1.4791
C 2.8587 -1.5400 -2.4988
C 4.0919 -0.9393 -2.3007
C 5.0820 -0.7977 -3.4242
C 4.3920 -0.4977 -1.0182
C 3.4703 -0.6281 -0.0040
C 2.2261 -1.2452 -0.1855
N 1.3319 -1.3223 0.9078
C 1.8503 -1.7873 2.0872
C 3.1414 -2.3304 2.2761
C 3.5496 -2.8100 3.5017
C 2.7331 -2.7659 4.6328
C 3.2122 -3.2596 5.9715
C 1.4557 -2.2634 4.4586
C 1.0004 -1.8137 3.2210
P -0.6845 -1.2958 2.9054
C -1.4215 -2.6406 1.8650
C -2.9476 -2.5822 1.7979
C -0.9650 -4.0467 2.2607
C -1.5914 -1.2361 4.5081
C -2.9397 -0.5140 4.3626
C -1.8159 -2.5960 5.1830
H 1.7948 -5.6803 0.0729
H 2.6784 -4.1732 -0.1656
H 1.1129 -4.1467 0.6238
H 0.1329 -5.0760 -1.5630
H 2.8207 -4.2297 -2.7505
H 2.4549 -5.8882 -2.2895
H 1.5229 -5.1194 -3.5681
H -0.7415 -1.7755 -3.5728
H -1.7989 -3.6646 -4.5440
H -0.6776 -4.7992 -3.7953
H -1.8227 -3.9018 -2.7943
H 1.5541 -3.3997 -4.7439
H 0.1597 -2.8230 -5.6473
H 1.2279 -1.6683 -4.8743
H 2.6371 -1.8987 -3.4909
H 4.5950 -0.8891 -4.3957
H 5.5860 0.1698 -3.3839
H 5.8540 -1.5684 -3.3677
H 5.3398 -0.0125 -0.8188
H 3.7024 -0.2360 0.9770
H 3.8273 -2.3825 1.4426
H 4.5492 -3.2235 3.5896
H 4.2441 -2.9581 6.1575
H 2.5972 -2.8608 6.7792
H 3.1745 -4.3497 6.0355
H 0.8005 -2.2152 5.3196
H -1.0118 -2.4235 0.8731
H -3.3990 -3.0595 2.6686
H -3.3420 -1.5714 1.7360
H -3.2900 -3.1246 0.9138
H -1.5142 -4.4104 3.1296
H -1.1720 -4.7262 1.4298
H 0.0977 -4.1030 2.4831
H -0.9322 -0.6334 5.1381
H -3.7211 -1.2115 4.0651
H -2.9306 0.2818 3.6199
H -3.2353 -0.0690 5.3137
H -2.6336 -3.1325 4.7033
H -0.9425 -3.2445 5.1814
H -2.1075 -2.4241 6.2215
Cl -1.9798 3.0140 -0.6258
C -2.4638 3.0897 1.0549
C -1.7038 2.4176 2.0017
C -2.0184 2.6872 3.3253
Cl -1.0004 2.0575 4.5785
C -3.1036 3.4775 3.6958
Cl -3.4613 3.7592 5.3545
C -3.9131 4.0348 2.7083
Cl -5.2949 4.9550 3.1382
C -3.5750 3.8630 1.3696
Cl -4.5181 4.6060 0.1386
C 1.4884 5.8234 0.1271
C 0.4960 5.0026 0.9598
C -0.7507 5.8589 1.2258
C 1.1093 4.5050 2.2525
C 1.2890 5.4412 3.2664
C 1.8373 5.0892 4.4828
C 2.2043 3.7752 4.7017
C 2.0462 2.8042 3.7195
C 2.4823 1.3859 4.0182
C 2.4226 1.0394 5.5069
C 3.8978 1.1197 3.5012
C 1.5036 3.1706 2.4748
N 1.4117 2.2117 1.4004
C 2.3237 2.5270 0.3835
C 3.5682 3.1159 0.6596
C 4.4439 3.4979 -0.3425
C 4.1132 3.3350 -1.6809
C 2.8907 2.7629 -1.9925
C 2.0544 2.3719 -0.9753
F 0.8649 1.8017 -1.3384
H 0.9819 6.2407 -0.7463
H 2.3315 5.2290 -0.2207
H 1.8783 6.6556 0.7179
H 0.2053 4.1349 0.3668
H -0.4737 6.8974 1.4203
H -1.3155 5.5009 2.0854
H -1.4070 5.8594 0.3546
H 0.9882 6.4672 3.0935
H 1.9666 5.8303 5.2611
H 2.6231 3.5009 5.6598
H 1.8061 0.7084 3.4915
H 3.2232 1.5328 6.0616
H 2.5558 -0.0330 5.6347
H 1.4737 1.3261 5.9631
H 4.5946 1.8471 3.9264
H 3.9505 1.1970 2.4159
H 4.2220 0.1186 3.7867
H 3.8293 3.3071 1.6919
H 5.3900 3.9456 -0.0670
H 4.7896 3.6449 -2.4655
H 2.5725 2.5992 -3.0138
I -4.1101 0.2437 -0.2097
I -5.8944 0.5136 2.0531
C -4.7869 -2.4187 -5.3028
Si -5.5402 -1.3121 -3.9945
C -7.1412 -0.5398 -4.5627
C -5.8319 -2.3505 -2.4696
C -4.3130 0.1086 -3.7229
Te -2.6748 -0.4767 -2.4967
C -1.1003 0.7330 -3.2536
Si -0.9560 1.1153 -5.1001
C 0.8833 1.1508 -5.4382
C -1.7173 2.7931 -5.3933
C -1.7163 -0.1781 -6.2275
H -5.3991 -3.3113 -5.4458
H -3.7903 -2.7497 -4.9976
H -4.6946 -1.9179 -6.2684
H -7.8604 -1.2994 -4.8747
H -6.9841 0.1390 -5.4031
H -7.5895 0.0308 -3.7469
H -6.3995 -3.2340 -2.7732
H -6.4040 -1.8271 -1.7023
H -4.9034 -2.7019 -2.0126
H -4.7629 0.9922 -3.2697
H -3.9025 0.3798 -4.6965
H -0.2084 0.1739 -2.9512
H -1.0760 1.6698 -2.6972
H 1.4047 1.8460 -4.7774
H 1.0768 1.4584 -6.4685
H 1.3212 0.1601 -5.2962
H -1.1758 3.5610 -4.8367
H -2.7603 2.8215 -5.0694
H -1.6869 3.0622 -6.4511
H -1.7216 -1.1752 -5.7795
H -1.1152 -0.2338 -7.1378
H -2.7372 0.0606 -6.5290

---

[6]
DFT (the ωB97M-V functional and the def2-TZVPD basis) results for 6 unconnected molecules or ions with the total composition C29H63Br3F3O11PS2.

As for the HOMO-LUMO gap: 9.19 eV. The calculation puts the HOMO energy at -9.26 eV. The SMILES is O=S1(=O)O[C@](S)(CC[C@](F)(Br)C(F)(F)Br)[C@](CCCO)(P(O)Br)O1.CCOCC.CCOCC.CCOCC.CCOCC.CCOCC. The calculation puts the LUMO energy at -0.1 eV.

Positions of all 112 atoms, in Å:
O 0.0971 -0.3383 -3.0611
S 1.1204 0.5494 -2.6384
O 0.8126 1.8407 -2.1483
O 2.0560 -0.2473 -1.6227
C 3.4577 0.0580 -1.8179
S 4.3130 -1.4770 -1.3162
C 3.8506 1.2608 -0.9326
C 4.1390 1.0572 0.5669
C 3.0501 1.0388 1.6358
F 3.7034 1.2020 2.8257
Br 2.1165 -0.6526 1.7390
C 2.0240 2.1858 1.5132
F 2.6695 3.2852 1.0758
F 1.1073 1.8872 0.5900
Br 1.1171 2.6119 3.1534
C 3.5356 0.2795 -3.3953
C 3.8454 -0.9723 -4.2409
C 2.9400 -2.2119 -4.0430
C 2.1014 -2.6015 -5.2753
O 0.7167 -2.6976 -4.9977
P 4.6751 1.5686 -4.2196
O 6.0757 1.2406 -3.4256
Br 4.0169 3.5212 -3.3496
O 2.1976 0.6818 -3.7867
H 5.4338 -0.8603 -0.9201
H 3.0969 2.0321 -1.0939
H 4.7788 1.6723 -1.3338
H 4.7798 1.8879 0.8751
H 4.7101 0.1473 0.7312
H 3.7390 -0.6223 -5.2743
H 4.8974 -1.2466 -4.1285
H 2.2371 -2.0739 -3.2204
H 3.5760 -3.0454 -3.7421
H 2.3765 -3.5973 -5.6252
H 2.2839 -1.8932 -6.0942
H 0.3892 -1.8484 -4.6683
H 6.0182 0.5058 -2.8005
C -2.4412 2.6865 -0.1828
C -2.2864 2.8355 1.3203
O -2.2125 4.1826 1.7676
C -3.3451 4.9816 1.4779
C -4.6416 4.4615 2.0765
H -1.6237 3.1807 -0.7098
H -2.4328 1.6262 -0.4400
H -3.3856 3.0999 -0.5409
H -1.3414 2.3936 1.6328
H -3.0899 2.2994 1.8371
H -3.4573 5.1151 0.3944
H -3.1080 5.9615 1.8966
H -4.9257 3.4915 1.6652
H -5.4506 5.1631 1.8663
H -4.5474 4.3558 3.1582
C 5.2390 -4.6784 2.0739
C 4.9952 -4.7705 0.5781
O 6.1727 -4.9221 -0.1979
C 6.9445 -6.0828 0.0629
C 6.2046 -7.3872 -0.1756
H 5.9295 -3.8652 2.3021
H 4.2963 -4.4852 2.5874
H 5.6532 -5.6015 2.4813
H 4.5609 -3.8395 0.2169
H 4.2766 -5.5676 0.3565
H 7.3497 -6.0558 1.0809
H 7.7916 -6.0075 -0.6192
H 5.3645 -7.5154 0.5078
H 6.8836 -8.2267 -0.0223
H 5.8242 -7.4316 -1.1969
C -7.4752 0.2712 -0.0550
C -6.1140 0.9444 -0.0860
O -5.3155 0.6885 1.0549
C -4.9789 -0.6688 1.2934
C -4.1921 -1.3183 0.1690
H -8.0254 0.5607 0.8412
H -8.0536 0.5719 -0.9297
H -7.3953 -0.8163 -0.0705
H -6.2381 2.0284 -0.0971
H -5.5775 0.6754 -1.0034
H -5.8759 -1.2547 1.5218
H -4.3762 -0.6517 2.2017
H -4.7629 -1.3718 -0.7591
H -3.9247 -2.3377 0.4513
H -3.2765 -0.7589 -0.0309
C -1.1313 8.6808 1.0724
C -1.4486 8.4567 -0.3963
O -0.3211 8.1443 -1.1947
C 0.3948 6.9788 -0.8198
C -0.4390 5.7115 -0.8214
H -0.3832 9.4663 1.1881
H -2.0364 8.9837 1.6010
H -0.7567 7.7764 1.5538
H -1.8490 9.3719 -0.8336
H -2.2220 7.6864 -0.5005
H 0.8670 7.1159 0.1603
H 1.1988 6.9008 -1.5525
H -1.2352 5.7434 -0.0769
H 0.1899 4.8526 -0.5801
H -0.8905 5.5449 -1.8011
C -5.0308 -6.4648 4.0414
C -5.1243 -5.5407 2.8397
O -4.4232 -4.3184 2.9905
C -3.0275 -4.4250 3.2093
C -2.2739 -5.1258 2.0912
H -5.3808 -5.9589 4.9421
H -5.6518 -7.3459 3.8754
H -4.0111 -6.8098 4.2174
H -6.1612 -5.2428 2.6829
H -4.8011 -6.0633 1.9320
H -2.8220 -4.9105 4.1702
H -2.6795 -3.3949 3.2936
H -2.5705 -6.1699 1.9845
H -1.2038 -5.1077 2.3020
H -2.4467 -4.6240 1.1380

---

[7]
DFT (the ωB97M-V functional and the def2-TZVPD basis) results for 2 unconnected molecules or ions with the total composition C5H7NO2 in a non-equilibrium geometry.

As for the HOMO-LUMO gap: 9.20 eV. The calculation puts the HOMO energy at -8.68 eV. The SMILES is CC(C)=C=O.N=C=O. The calculation puts the LUMO energy at 0.5 eV.

Positions of all 15 atoms, in Å:
C 1.6689 -0.5996 0.9610
C 0.9646 0.2339 -0.0550
C 0.4743 -0.7670 -1.1573
C 0.7185 1.5073 0.0998
O 0.6553 2.6773 0.1227
H 0.9821 -1.2093 1.4758
H 2.0925 0.1939 1.7396
H 2.3993 -1.3033 0.4353
H -0.2645 -0.4129 -1.7789
H 0.1668 -1.5941 -0.5047
H 1.3633 -1.1680 -1.6288
N -2.0558 0.6245 0.1629
C -3.2326 0.3002 0.1137
O -4.3987 0.0916 0.0984
H -1.5339 1.4256 -0.0844

---

[8]
DFT (the ωB97M-V functional and the def2-TZVPD basis) results for C7H12 in the gas phase.

As for the HOMO-LUMO gap: 10.40 eV. The calculation puts the HOMO energy at -9.14 eV. The SMILES is C=CCC/C=C/C. The calculation puts the LUMO energy at 1.3 eV.

Positions of all 19 atoms, in Å:
C -0.9292 -2.4870 0.3440
C -0.9545 -1.6234 1.3563
C 0.2142 -0.7748 1.7598
C 0.0222 0.6472 1.2051
C -0.1430 0.7349 -0.2863
C 0.7925 1.2949 -1.0442
C 0.6714 1.6316 -2.4933
H -0.0017 -2.6829 -0.1906
H -1.8305 -2.9644 -0.0329
H -1.8990 -1.3948 1.8511
H 0.3230 -0.7227 2.8533
H 1.1455 -1.1965 1.3635
H 0.8828 1.2707 1.4910
H -0.8561 1.0992 1.6821
H -1.0629 0.3531 -0.7365
H 1.7101 1.5943 -0.5315
H 0.8465 2.7083 -2.6136
H -0.3375 1.4142 -2.8677
H 1.4063 1.0981 -3.1095